No. 1
20
Properties=species:S:1:pos:R:3 method="wB97M-V/def2-TZVPD" multiplicity=1 e_tot_ha=-960.44511
S -1.79 -2.15 -0.56
Si -2.42 1.63 0.72
O 0.00 -0.82 0.90
C 1.35 0.31 -1.10
C 1.89 0.49 0.33
C 0.86 0.06 1.25
C 0.81 -1.14 -1.28
C -0.23 -1.37 -0.29
H 1.60 -1.69 -0.98
H 2.20 0.45 -1.84
H -3.67 2.50 0.96
H -2.00 1.38 -0.70
H -1.64 -3.32 0.18
H 2.86 -0.05 0.45
H 2.20 1.51 0.50
H -3.05 0.35 1.11
H 0.69 1.11 -1.24
H -1.36 2.13 1.60
H 0.98 0.01 2.29
H 0.71 -1.37 -2.31

No. 2
19
Properties=species:S:1:pos:R:3 method="wB97M-V/def2-TZVPD" multiplicity=1 smiles=CCCSSCC e_tot_ha=-994.06269
S 1.24 -0.98 0.47
S -0.45 0.26 0.28
C -1.30 3.10 -1.08
C -1.16 1.80 -1.87
C 0.56 -2.11 1.74
C 1.57 -3.20 2.00
C -0.01 0.90 -1.38
H 0.40 -1.49 2.63
H -0.41 -2.49 1.44
H -2.00 1.14 -1.65
H 1.36 -3.70 2.94
H -1.86 3.84 -1.63
H -1.03 1.97 -2.93
H 0.98 1.34 -1.41
H 1.59 -4.00 1.26
H -0.10 -0.05 -1.92
H 2.59 -2.82 2.10
H -1.70 3.07 -0.08
H -0.27 3.43 -0.90

No. 3
50
Properties=species:S:1:pos:R:3 method="wB97M-V/def2-TZVPD" multiplicity=1 smiles="CCOC(=O)CCCCC(=O)c1[nH]c(=O)[nH]c1CSc1nc2ccccc2[nH]1" e_tot_ha=-1654.94469
S 1.39 2.60 -0.39
O -2.75 -2.94 -1.12
O -0.68 -1.40 2.79
O -2.65 2.90 -0.19
O -2.03 -0.89 -1.41
N -1.92 0.35 1.95
N -0.04 -0.02 0.99
N 2.45 0.20 -0.31
N 3.99 1.71 -0.10
C 4.06 -1.79 -0.03
C -4.35 -1.11 -1.75
C 6.32 -1.20 -0.04
C 4.70 0.51 -0.41
C -2.96 2.07 0.61
C 0.04 1.68 -0.91
C -4.30 1.70 0.81
C -4.77 0.43 0.29
C 3.65 -0.52 -0.31
C -0.84 -0.56 1.81
C -1.35 -4.02 0.66
C -0.52 1.10 0.21
C 6.07 0.40 -0.14
C -2.94 -1.59 -1.34
C -1.86 1.15 0.98
C -1.32 -3.33 -0.77
C 2.69 1.34 -0.30
C -4.67 0.49 -1.12
C 5.36 -2.25 0.00
H -3.73 0.83 -1.45
H -1.25 -4.06 -1.61
H -2.21 -4.62 0.57
H -5.65 -0.10 0.63
H -5.08 2.54 0.49
H -0.57 -2.42 -0.86
H -0.34 -4.73 0.67
H 0.28 1.09 -1.69
H -4.38 1.58 2.06
H -0.73 2.20 -1.30
H 5.55 -3.08 0.36
H 7.48 -1.49 0.17
H -4.94 -1.91 -1.16
H -4.54 -1.15 -2.81
H 0.91 -0.22 0.33
H 3.18 -2.64 0.04
H -1.55 -3.25 1.44
H 4.35 2.66 -0.41
H 6.66 1.10 -0.13
H -3.96 -0.33 0.83
H -5.40 0.59 -1.57
H -2.71 0.22 2.76

What did the first record say?
20
Properties=species:S:1:pos:R:3 method="wB97M-V/def2-TZVPD" multiplicity=1 e_tot_ha=-960.44511
S -1.79 -2.15 -0.56
Si -2.42 1.63 0.72
O 0.00 -0.82 0.90
C 1.35 0.31 -1.10
C 1.89 0.49 0.33
C 0.86 0.06 1.25
C 0.81 -1.14 -1.28
C -0.23 -1.37 -0.29
H 1.60 -1.69 -0.98
H 2.20 0.45 -1.84
H -3.67 2.50 0.96
H -2.00 1.38 -0.70
H -1.64 -3.32 0.18
H 2.86 -0.05 0.45
H 2.20 1.51 0.50
H -3.05 0.35 1.11
H 0.69 1.11 -1.24
H -1.36 2.13 1.60
H 0.98 0.01 2.29
H 0.71 -1.37 -2.31

Which value of multiplicity does entry 1 give?
1

Look up the multiplicity of the first one.
1